DFT (the ωB97M-V functional and the def2-TZVPD basis) results for C5H10O2 in the gas phase.

As for the energy above the lowest of the compared OMol25 structures with the same formula, charge and spin: 140.6 kJ/mol. The total energy comes out at -346.97190 Ha. Its structure (SMILES) is OC[C@H]1CCCO1. The HOMO-LUMO gap comes out at 0.404 Ha.

```
! RIJCOSX wB97M-V def2-TZVPD def2/J DEFGRID3
* xyz 0 1
O 2.587 0.345 -0.144
O 0.117 0.702 -1.123
C -0.916 -0.978 0.182
C -0.630 1.393 -0.131
C 0.359 -0.607 -0.619
C 1.647 -0.627 0.245
C -1.646 0.373 0.388
H 1.397 -0.485 1.308
H 0.040 1.726 0.674
H 2.114 -1.618 0.157
H -1.915 0.558 1.434
H -1.077 2.267 -0.610
H -1.550 -1.683 -0.361
H 2.180 0.877 -0.840
H -2.572 0.420 -0.195
H 0.521 -1.228 -1.507
H -0.656 -1.437 1.142
*
```

Löwdin population analysis, charges in e, atoms 1 to 4:
1 O -0.06
2 O -0.13
3 C -0.11
4 C -0.19

---

DFT (the ωB97M-V functional and the def2-TZVPD basis) results for a molecular structure, C2H3N3S.

As for the energy above the lowest of the compared OMol25 structures with the same formula, charge and spin: 900.6 kJ/mol. The total energy comes out at -640.11669 Ha. The HOMO-LUMO gap (spin up / spin down) comes out at 0.216 / 0.215 Ha.

```
! RIJCOSX wB97M-V def2-TZVPD def2/J DEFGRID3
* xyz 0 1
S -0.695 1.945 1.083
N -0.345 -0.183 -0.498
N 0.251 -1.416 -1.700
N -0.775 -0.655 0.678
C 0.015 0.333 1.378
C 0.531 0.779 0.086
H 1.125 -0.928 -1.791
H -1.557 -1.087 1.090
H 1.449 1.211 -0.325
*
```

Löwdin population analysis, charges in e, atoms 1 to 4:
1 S 0.85
2 N -0.12
3 N 0.01
4 N 0.00

---

no.,largest force on an atom (eV Å⁻¹)
1,0.38
2,5.68